# 1
Formula: C25H24ILiN5O6S2
Source: the Open Molecules 2025 dataset
Level of theory: wB97M-V/def2-TZVPD

Properties
* calculated total energy: -2794.04477 Ha
* E_HOMO: -5.4 eV
* ΔE to the lowest compared entry with this formula, charge and spin: 0.380 eV
* Kohn-Sham gap: 6.881 eV
* net charge: -1

Each line ends with the Löwdin charge.
CARTESIAN COORDINATES (ANGSTROEM)
1 Li 0.1304 -0.1902 0.3072  0.480
2 C 3.9112 2.1241 -0.3873  -0.028
3 C 3.0688 1.8694 -1.5985  -0.275
4 N 3.5401 2.1729 -2.7756  0.103
5 C 2.7604 1.9610 -3.8643  -0.129
6 C 1.5005 1.4332 -3.8043  -0.179
7 C 0.7554 1.2471 -5.0997  -0.221
8 O -0.4186 2.0555 -5.2052  -0.070
9 C 0.9586 1.0602 -2.5389  -0.074
10 C -0.3576 0.4738 -2.5182  -0.074
11 N -0.9342 -0.2061 -1.5795  0.039
12 C -2.1743 -0.8044 -1.9235  -0.309
13 C -2.5582 -1.0632 -3.2483  -0.029
14 C -3.7718 -1.6451 -3.5636  -0.088
15 C -4.6517 -2.0184 -2.5605  -0.101
16 C -4.2808 -1.8248 -1.2423  -0.176
17 C -3.0592 -1.2436 -0.9283  -0.638
18 I -2.5830 -1.1002 1.0922  1.027
19 C 1.7471 1.2932 -1.3783  -0.351
20 O 1.3731 1.0633 -0.1943  -0.123
21 H 4.8604 2.5623 -0.6860  0.076
22 H 4.0876 1.2014 0.1698  0.064
23 H 3.3919 2.7887 0.3055  0.086
24 H 3.1984 2.2289 -4.8198  0.099
25 H 0.4115 0.2180 -5.2232  0.118
26 H 1.4364 1.4631 -5.9288  0.110
27 H -0.1759 2.9486 -4.9388  0.094
28 H -0.8984 0.6463 -3.4460  0.094
29 H -1.8868 -0.8285 -4.0615  0.101
30 H -4.0195 -1.8190 -4.6029  0.102
31 H -5.6033 -2.4754 -2.7971  0.100
32 H -4.9379 -2.1350 -0.4412  0.082
33 C 2.5541 -3.8950 0.9745  -0.248
34 S 2.0951 -2.7118 -0.2954  0.864
35 C 3.5624 -1.6808 -0.2116  -0.236
36 O 0.9990 -1.9011 0.3054  -0.635
37 H 3.4227 -4.4629 0.6422  0.057
38 H 1.7045 -4.5611 1.1077  0.054
39 H 2.7644 -3.3678 1.9041  0.063
40 H 4.4261 -2.2383 -0.5727  0.063
41 H 3.7151 -1.3443 0.8128  0.060
42 H 3.3730 -0.8248 -0.8583  0.037
43 O 5.2450 1.3255 9.3377  -0.369
44 S 4.4704 0.3716 8.5702  0.387
45 O 5.1201 -0.1237 7.3709  -0.378
46 O 3.7844 -0.6431 9.3552  -0.369
47 C 3.0579 1.3460 7.9445  -0.341
48 N 2.5244 2.2550 8.7642  0.120
49 C 1.4685 2.9073 8.3085  -0.127
50 C 0.9150 2.6781 7.0564  -0.007
51 C 1.5395 1.7098 6.2849  -0.222
52 N 2.6079 1.0560 6.7322  0.159
53 C 1.0716 1.3147 4.9280  -0.134
54 C 1.8412 0.4351 4.1734  0.019
55 C 1.3841 0.0459 2.9285  -0.123
56 N 0.2269 0.4470 2.4023  -0.019
57 C -0.4984 1.3006 3.1204  -0.162
58 C -0.1204 1.7641 4.3692  -0.008
59 H 1.0364 3.6509 8.9720  0.104
60 H 0.0533 3.2358 6.7201  0.094
61 H 2.7750 0.0666 4.5750  0.119
62 H 1.9648 -0.6305 2.3141  0.083
63 H -1.4359 1.6203 2.6774  0.088
64 H -0.7716 2.4495 4.8937  0.101

***

# 2
Formula: C25H24MoN2P2S2
Source: the Open Molecules 2025 dataset
Level of theory: wB97M-V/def2-TZVPD

Properties
* calculated total energy: -2622.19404 Ha
* E_HOMO (alpha / beta): -19.6 / -19.6 eV
* Kohn-Sham gap (alpha / beta): 3.714 / 3.752 eV
* net charge: +4

Each line ends with the Löwdin charge.
CARTESIAN COORDINATES (ANGSTROEM)
1 Mo -2.5642 -1.3128 -0.8990  1.078
2 S -2.6395 -1.6958 1.3598  0.580
3 P -0.6235 -1.0955 1.3033  0.651
4 C -0.7517 -0.7411 -0.4231  -0.573
5 P -0.5072 0.7153 -1.4017  0.635
6 S -2.5622 0.9741 -1.5703  0.584
7 C 0.3042 2.0523 -0.5154  -0.379
8 C -0.3214 3.2841 -0.3381  -0.059
9 C 0.3627 4.3474 0.2982  -0.011
10 C 1.6416 4.1631 0.7774  -0.017
11 C 2.2522 2.9144 0.6557  -0.029
12 C 1.5847 1.8490 -0.0045  -0.089
13 C 0.2595 0.3267 -2.9296  -0.362
14 C 1.2469 1.1532 -3.4783  -0.019
15 C 1.7795 0.8311 -4.7175  0.009
16 C 1.3272 -0.2928 -5.3960  0.028
17 C 0.3346 -1.1140 -4.8548  -0.015
18 C -0.1985 -0.8019 -3.6238  -0.109
19 C -0.3484 0.3978 2.2548  -0.361
20 C 0.9698 0.7092 2.6328  -0.064
21 C 1.2312 1.9073 3.3315  -0.016
22 C 0.1953 2.7846 3.6293  0.000
23 C -1.0936 2.4955 3.2162  -0.004
24 C -1.3694 1.2944 2.5218  -0.070
25 C 0.5032 -2.3596 1.7120  -0.384
26 C 1.1184 -3.1278 0.7123  -0.062
27 C 1.9812 -4.1421 1.0859  -0.012
28 C 2.2059 -4.3999 2.4360  0.028
29 C 1.5819 -3.6477 3.4287  0.002
30 C 0.7274 -2.6198 3.0778  -0.048
31 H -1.3215 3.4595 -0.7183  0.098
32 H -0.1260 5.3102 0.3819  0.135
33 H 2.1779 4.9811 1.2419  0.141
34 H 3.2671 2.7657 1.0045  0.135
35 H 2.1193 0.9174 -0.1607  0.126
36 H 1.5909 2.0395 -2.9607  0.126
37 H 2.5419 1.4595 -5.1575  0.142
38 H 1.7451 -0.5385 -6.3640  0.144
39 H -0.0046 -1.9827 -5.4021  0.134
40 H -0.9764 -1.4385 -3.1867  0.068
41 H 1.7755 0.0034 2.4666  0.125
42 H 2.2352 2.1077 3.6854  0.140
43 H 0.3927 3.6846 4.1981  0.143
44 H -1.9040 3.1716 3.4587  0.135
45 H -2.3920 1.0736 2.2359  0.095
46 H 0.9358 -2.9331 -0.3386  0.104
47 H 2.4773 -4.7374 0.3316  0.135
48 H 2.8760 -5.2018 2.7193  0.143
49 H 1.7619 -3.8670 4.4725  0.141
50 H 0.2387 -2.0390 3.8525  0.131
51 N -4.2989 -2.6877 -1.2299  -0.037
52 N -4.5275 -1.4655 -1.9233  -0.053
53 H -4.2737 -3.5043 -1.8441  0.163
54 H -4.9868 -2.8591 -0.4942  0.151
55 H -5.3648 -0.9654 -1.6156  0.162
56 H -4.5867 -1.6021 -2.9348  0.160

***

# 3
Formula: C25H24N2O5S
Source: the Open Molecules 2025 dataset
Level of theory: wB97M-V/def2-TZVPD

Properties
* SMILES: COc1ccc(N(Cc2cc3cccc(C)c3[nH]c2=O)S(=O)(=O)c2ccc(OC)cc2)cc1
* calculated total energy: -1850.19763 Ha
* E_HOMO: -8.4 eV
* ΔE to the lowest compared entry with this formula, charge and spin: 0.000 eV
* Kohn-Sham gap: 8.028 eV
* net charge: 0

Each line ends with the Löwdin charge.
CARTESIAN COORDINATES (ANGSTROEM)
1 C -4.9937 -5.0701 -0.1445  0.028
2 H -4.9049 -4.7770 -1.2846  0.150
3 O -3.5737 -5.0368 0.2477  0.023
4 C -2.9255 -4.0221 0.2293  -0.540
5 C -3.3904 -2.9257 -0.3444  0.051
6 C -2.6198 -1.7442 -0.1056  0.074
7 C -1.3487 -1.9063 0.4644  -0.216
8 C -0.8489 -3.0062 0.6262  -0.059
9 C -1.7303 -4.0857 0.6417  0.014
10 H -1.3077 -5.1227 1.0759  0.188
11 H 0.1229 -2.9538 1.1279  0.132
12 N -0.5064 -0.5765 0.1813  -0.166
13 S -0.3535 0.1844 -1.1422  0.713
14 O 0.9797 0.9671 -1.1158  -0.310
15 O -0.9401 -0.3536 -2.2758  -0.234
16 C -1.5298 1.6888 -0.4674  -0.270
17 C -2.6555 1.6579 -1.1546  -0.060
18 C -3.5897 2.8006 -0.8005  0.053
19 C -3.0625 3.9054 0.0047  -0.217
20 C -1.9354 3.7438 0.7835  0.031
21 C -1.0978 2.6623 0.2430  -0.067
22 H -0.1850 2.7021 0.9270  0.117
23 H -1.6242 4.5611 1.4410  0.125
24 O -3.9899 4.8965 0.6441  -0.167
25 C -5.2024 5.1952 -0.3471  0.042
26 H -5.5277 5.9397 0.3542  0.095
27 H -5.1232 4.9981 -1.1879  -0.065
28 H -5.8195 4.3352 0.0682  0.106
29 H -4.5883 2.8814 -1.2643  0.091
30 H -2.9242 1.0532 -1.8862  0.051
31 C 0.4529 -0.2553 1.3734  -0.040
32 C 1.8496 -0.2288 0.8983  -0.170
33 C 2.6525 -1.1610 0.5180  -0.033
34 C 3.9338 -1.1169 0.0148  -0.141
35 C 4.7030 -2.0778 -0.5124  0.040
36 C 6.0452 -1.5398 -0.9348  -0.160
37 C 6.5425 -0.4428 -1.0625  -0.052
38 C 5.7779 0.6078 -0.0870  -0.266
39 C 4.4669 0.3560 0.1369  0.015
40 N 3.5968 1.4192 0.7787  0.233
41 C 2.5131 1.0654 1.3079  -0.227
42 O 1.7066 2.1672 1.8794  -0.167
43 H 3.9749 2.1941 0.7382  0.037
44 C 6.2899 1.8367 -0.2490  -0.157
45 H 5.6137 2.7364 -0.9111  0.179
46 H 7.4984 1.9388 -0.7052  0.155
47 H 6.4746 2.2106 0.8009  0.094
48 H 7.6441 -0.3989 -1.2196  0.131
49 H 6.6348 -2.4360 -1.5032  0.153
50 H 4.1941 -2.9415 -0.5315  0.075
51 H 2.2260 -2.1410 0.3315  0.132
52 H 0.3533 -1.1240 2.1063  0.159
53 H 0.2931 0.6334 1.7830  0.044
54 H -2.8501 -0.7807 -0.3964  0.072
55 H -4.3016 -2.6790 -0.4477  0.052
56 H -5.3960 -5.9855 0.0690  0.060
57 H -5.6942 -4.4485 0.2851  0.065

***

# 4
Formula: C25H24N2O7
Source: the Open Molecules 2025 dataset
Level of theory: wB97M-V/def2-TZVPD

Properties
* SMILES: Cc1cc(OCC(=O)N[C@H](Cc2c[nH]c3ccc(O)cc23)C(=O)O)c2c(C)c(C)c(=O)oc2c1
* calculated total energy: -1602.57517 Ha
* E_HOMO: -7.4 eV
* ΔE to the lowest compared entry with this formula, charge and spin: 19.422 eV
* Kohn-Sham gap: 6.706 eV
* net charge: 0

Each line ends with the Löwdin charge.
CARTESIAN COORDINATES (ANGSTROEM)
1 C -0.8465 -3.9666 1.2848  -0.008
2 C -0.8946 -2.5056 1.2947  -0.239
3 C -0.4216 -1.9292 2.4251  0.063
4 C -0.5202 -0.3979 2.5578  -0.171
5 C -0.9848 0.4954 1.5187  -0.024
6 C -1.6929 -0.2761 0.5253  -0.364
7 C -1.6440 -1.5906 0.4859  0.012
8 H -1.7194 -2.3186 -0.4235  0.159
9 O -2.1983 0.3125 -0.4286  -0.052
10 C -2.9480 -0.3413 -1.5578  0.061
11 H -3.6531 -1.3178 -1.0001  0.239
12 H -3.4487 0.3051 -1.9126  0.006
13 C -1.8723 -0.8472 -2.5984  -0.305
14 O -2.2607 -2.1513 -3.0614  -0.132
15 N -0.7650 -0.2540 -2.7231  0.058
16 H -0.9175 0.6770 -2.1645  0.229
17 C 0.1005 -0.4884 -3.7113  -0.327
18 C -0.0997 0.0782 -4.9776  -0.367
19 O 0.6812 -0.3967 -6.0453  -0.037
20 O -1.0906 0.9238 -4.9591  0.167
21 H -0.9644 1.3484 -5.8584  0.180
22 H -0.0674 -1.7719 -3.6272  0.260
23 C 1.4655 -0.3605 -3.0334  -0.107
24 C 1.5877 -0.8565 -1.6301  -0.061
25 C 2.1144 -2.3454 -1.3711  -0.005
26 N 2.1431 -2.3512 -0.1446  0.083
27 C 2.2099 -0.8951 0.4471  -0.180
28 C 2.5090 -0.8618 1.8170  0.132
29 C 2.3872 0.7146 2.1841  0.081
30 C 2.1079 1.6443 1.0966  -0.212
31 C 1.9521 1.1293 -0.1540  -0.027
32 C 2.0651 -0.0895 -0.4864  -0.278
33 H 1.6763 1.9640 -0.9172  0.170
34 O 2.1753 3.0645 1.4372  -0.004
35 H 2.3209 3.1190 2.4098  0.109
36 H 2.6657 0.7747 3.1315  0.045
37 H 2.8864 -1.4543 2.5318  0.067
38 H 2.0196 -3.1765 0.4345  0.155
39 H 1.7974 -3.0562 -2.0133  0.095
40 H 1.5075 0.7461 -2.8609  0.126
41 H 2.1221 -0.5420 -3.8646  0.116
42 C -1.4165 1.7657 1.9449  -0.059
43 C -0.6453 2.4041 2.9674  -0.193
44 C 0.0092 1.6632 3.9010  -0.300
45 O 0.6929 1.9008 4.9706  0.014
46 O -0.0243 0.1815 3.5584  0.091
47 C -0.6324 3.8953 3.0528  -0.021
48 H -0.0773 4.4431 2.2178  0.115
49 H -1.4977 4.1206 3.2079  -0.041
50 H -0.1328 3.9452 4.2598  0.183
51 C -1.7761 2.5892 0.7179  -0.019
52 H -1.2425 2.4794 -0.2249  0.084
53 H -2.7750 2.2348 0.4003  0.089
54 H -1.8890 3.7610 0.9435  0.127
55 H -0.0856 -2.2669 3.2590  0.055
56 H -0.2301 -4.4306 2.0199  0.104
57 H -1.6372 -4.3723 1.5623  0.020
58 H -0.5378 -4.2229 0.3940  0.043

***

The lowest net charge belongs to which entry?
C25H24ILiN5O6S2